Formula: C5H8N
Source: OMol25
Level of theory: wB97M-V/def2-TZVPD

Structure (XYZ):
```
14
Properties=species:S:1:pos:R:3:forces:R:3
C 0.582 -0.026 0.121 -1.1 -0.2 1.1
C -0.022 -1.350 -0.219 2.4 -1.9 -1.0
C -1.541 1.298 -0.054 -3.2 5.5 -0.7
C -1.295 -0.827 0.124 2.2 0.0 1.3
C 1.947 0.443 0.184 -1.7 1.1 0.1
N -0.674 0.435 0.499 -1.2 -1.7 -3.0
H 0.160 -1.401 -1.361 -0.3 -0.6 1.4
H 0.201 -2.264 0.388 0.7 0.4 -1.1
H -1.510 1.965 -0.986 1.3 -1.0 1.7
H -2.602 1.311 0.333 1.5 -0.5 -0.1
H -2.209 -1.286 0.156 -2.5 -0.1 0.4
H 2.207 1.435 -0.069 -0.3 1.3 -1.2
H 2.523 -0.248 -0.302 1.7 -1.6 -1.2
H 2.233 0.515 1.184 0.5 -0.6 2.3
```
Positions in Å, forces in eV/Å.

Results
highest occupied orbital energy (alpha / beta): -12.37 / -17.12 eV
2S+1: 3
net charge: +1
DFT total energy: -6790.9393 eV
relative energy (zero: lowest compared OMol25 entry of this formula, charge and spin): 83.9 kcal per mole
frontier orbital gap (alpha / beta): 0.2527 / 0.4127 Ha
expectation value of S²: 2.0381

Results of the natural (NBO) charge analysis, in e, for atoms 1 through 6: number 1, C, carries 0.485; number 2, C, carries -0.551; number 3, C, carries -0.138; number 4, C, carries 0.107; number 5, C, carries -0.715; number 6, N, carries -0.319